# 1
Formula: CH3FNO2S
Source: OMol25
Level of theory: the ωB97M-V functional and the def2-TZVPD basis

```
! RIJCOSX wB97M-V def2-TZVPD def2/J DEFGRID3
* xyz -1 1
N 0.4721 -0.2950 -0.7314
S -1.0658 -0.6400 -0.0410
O -1.7744 -1.3759 -1.0493
O -0.3032 -1.7892 1.1960
C -1.6973 0.9351 0.4434
F -3.1403 0.7235 0.1807
H 1.0049 0.1368 0.0235
H 0.3757 0.4925 -1.4914
H -1.6592 0.7241 1.5831
*
```

Output
ΔE to the lowest compared entry with this formula, charge and spin: 4.564 eV
SMILES string: N[S@@](=O)([O-])=CF
Energy: -743.07903 Ha
HOMO: -4.09 eV


# 2
Formula: CH3FOS2
Source: OMol25
Level of theory: the ωB97M-V functional and the def2-TZVPD basis

```
! RIJCOSX wB97M-V def2-TZVPD def2/J DEFGRID3
* xyz 0 1
C 0.9273 -0.0558 -0.2959
S -0.7816 -0.1233 0.2302
O -1.4344 -1.1382 -0.4903
F -1.3336 1.3370 -0.5867
S -1.1761 0.1992 2.0177
H 1.2393 -0.4315 -1.2884
H 1.3417 0.9433 -0.0969
H 1.2173 -0.7307 0.5103
*
```

Output
ΔE to the lowest compared entry with this formula, charge and spin: 0.168 eV
SMILES string: C[S@](=O)(F)=S
Energy: -1011.32963 Ha
HOMO: -10.38 eV


# 3
Formula: CH3FS2
Source: OMol25
Level of theory: the ωB97M-V functional and the def2-TZVPD basis

```
! RIJCOSX wB97M-V def2-TZVPD def2/J DEFGRID3
* xyz 0 1
C 1.8508 -0.3816 -0.1929
F 2.6442 0.6241 -0.6001
S 0.0626 -0.3711 -0.4805
S -2.3453 0.6049 -0.3139
H 2.0082 -0.6170 0.8078
H 0.0312 0.2490 -1.6213
H -2.6672 -0.2834 0.4663
*
```

Output
ΔE to the lowest compared entry with this formula, charge and spin: 3.047 eV
Energy: -936.00320 Ha
HOMO (spin up / spin down): -8.76 / -9.18 eV


# 4
Formula: CH3FS2
Source: OMol25
Level of theory: the ωB97M-V functional and the def2-TZVPD basis

```
! RIJCOSX wB97M-V def2-TZVPD def2/J DEFGRID3
* xyz 0 3
C 0.3217 0.2989 0.2713
F 0.3965 1.5635 -0.1458
S 1.8134 -0.5693 -0.1735
S -1.1419 -0.7394 -0.3445
H 0.1275 0.2943 1.3827
H 2.0986 0.3094 -1.1512
H -0.7555 -0.6527 -1.6437
*
```

Output
ΔE to the lowest compared entry with this formula, charge and spin: 1.634 eV
Expectation value of S²: 2.007
Energy: -935.93951 Ha
HOMO (spin up / spin down): -4.75 / -9.82 eV


# 5
Formula: CH3GdMgO2
Source: OMol25
Level of theory: the ωB97M-V functional and the def2-TZVPD basis

```
! RIJCOSX wB97M-V def2-TZVPD def2/J DEFGRID3
* xyz 1 9
O -2.8409 -1.3062 0.1233
Gd -0.9727 -1.3726 1.1825
O 0.5437 0.1712 0.7192
C 1.5876 0.6507 -0.0462
Mg -3.9844 -0.6001 -1.1418
H 1.8290 0.0226 -0.9266
H 1.3052 1.6521 -0.4279
H 2.5325 0.7823 0.5175
*
```

Output
Expectation value of S²: 20.014
Energy: -1155.73106 Ha
HOMO (spin up / spin down): -10.14 / -13.36 eV


# 6
Formula: CH3I2N2
Source: OMol25
Level of theory: the ωB97M-V functional and the def2-TZVPD basis

```
! RIJCOSX wB97M-V def2-TZVPD def2/J DEFGRID3
* xyz 1 1
N -0.0639 0.8935 0.8302
C 0.4019 0.2909 -0.1869
I 1.9357 1.0904 -1.4004
N -0.2514 -1.0172 -0.6506
I -1.6995 -1.9083 0.5534
H -0.6457 0.4399 1.5792
H 0.1837 1.8269 0.7720
H 0.1392 -1.6163 -1.4968
*
```

Output
ΔE to the lowest compared entry with this formula, charge and spin: 1.038 eV
SMILES string: [NH2+]=C(I)NI
Energy: -744.48584 Ha
HOMO: -13.81 eV


# 7
Formula: CH3I2NO
Source: OMol25
Level of theory: the ωB97M-V functional and the def2-TZVPD basis

```
! RIJCOSX wB97M-V def2-TZVPD def2/J DEFGRID3
* xyz 0 1
C 0.5785 -0.8876 -0.3605
N -1.1964 0.7222 0.5783
O 1.3119 -0.5326 0.6471
I 0.2858 1.0711 1.8070
I -1.6693 2.4636 -0.7362
H 0.5251 -2.0016 -0.5699
H 0.7118 -0.2330 -1.2292
H -0.5474 -0.6022 -0.1366
*
```

Output
ΔE to the lowest compared entry with this formula, charge and spin: 2.345 eV
Energy: -765.07776 Ha
HOMO (spin up / spin down): -9.08 / -9.08 eV


# 8
Formula: CH3I2NS
Source: OMol25
Level of theory: the ωB97M-V functional and the def2-TZVPD basis

```
! RIJCOSX wB97M-V def2-TZVPD def2/J DEFGRID3
* xyz 0 1
C 0.9563 0.3827 -0.0601
N 0.3916 -0.7301 0.5991
S -2.5854 -0.6470 0.7915
I -2.6242 1.3985 -0.3232
I 0.4720 -2.4823 -0.3387
H 2.0510 0.2930 -0.0718
H 0.6957 1.2748 0.5081
H 0.6431 0.5103 -1.1049
*
```

Output
ΔE to the lowest compared entry with this formula, charge and spin: 2.911 eV
Energy: -1088.07622 Ha
HOMO (spin up / spin down): -8.13 / -8.14 eV


# 9
Formula: CH3I2O2P
Source: OMol25
Level of theory: the ωB97M-V functional and the def2-TZVPD basis

```
! RIJCOSX wB97M-V def2-TZVPD def2/J DEFGRID3
* xyz 0 1
C -1.8856 -2.0563 1.8329
O 0.4330 -2.5747 0.4694
O -0.7310 -0.3297 0.0028
P -0.6564 -1.6088 0.7041
I 1.0156 -0.5046 3.0799
I 2.7891 -2.4840 2.8102
H -2.4353 -2.5135 1.0320
H -1.4027 -2.7534 2.4414
H -2.2744 -1.1683 2.2686
*
```

Output
ΔE to the lowest compared entry with this formula, charge and spin: 0.847 eV
Energy: -1127.16223 Ha
HOMO: -9.62 eV


# 10
Formula: CH3IN2
Source: OMol25
Level of theory: the ωB97M-V functional and the def2-TZVPD basis

```
! RIJCOSX wB97M-V def2-TZVPD def2/J DEFGRID3
* xyz 0 1
C -0.4019 -0.2279 -0.1701
N -0.2731 1.1318 0.0831
N -1.5116 -0.3103 0.7374
I -3.2896 0.0338 -0.0325
H -0.6547 -0.4455 -1.2918
H 0.1827 -1.0064 0.3254
H 0.1908 1.2234 0.9736
*
```

Output
ΔE to the lowest compared entry with this formula, charge and spin: 2.687 eV
Energy: -446.94477 Ha
HOMO: -9.15 eV


# 11
Formula: CH3IN4
Source: OMol25
Level of theory: the ωB97M-V functional and the def2-TZVPD basis

```
! RIJCOSX wB97M-V def2-TZVPD def2/J DEFGRID3
* xyz 0 1
I 0.0645 -0.6846 2.9622
N -0.4481 -0.4095 0.9593
N -1.1181 0.6680 0.7587
N -0.8918 1.1294 -0.3747
C 0.1018 0.3425 -1.0663
N 0.5401 -0.4999 0.0181
H -0.3820 -0.1393 -1.8499
H 0.9829 0.9076 -1.4255
H 1.1508 -1.3143 0.0180
*
```

Output
ΔE to the lowest compared entry with this formula, charge and spin: 2.623 eV
SMILES string: IN1N=NCN1
Energy: -556.48193 Ha
HOMO (spin up / spin down): -8.07 / -8.07 eV


# 12
Formula: CH3IN4
Source: OMol25
Level of theory: the ωB97M-V functional and the def2-TZVPD basis

```
! RIJCOSX wB97M-V def2-TZVPD def2/J DEFGRID3
* xyz 0 1
C -0.2411 0.0549 0.4341
N 1.5567 -2.8937 -0.4170
N 2.1674 -2.0328 -0.0348
N 0.6265 0.2274 -0.4931
N 2.9038 -1.2797 0.5274
I 4.0126 0.3691 -0.0036
H -0.6079 -0.9951 0.7830
H -0.8062 0.8968 0.9161
H 1.0202 -0.6318 -0.8402
*
```

Output
ΔE to the lowest compared entry with this formula, charge and spin: 2.790 eV
Energy: -556.47582 Ha
HOMO: -9.45 eV


# 13
Formula: CH3IO
Source: OMol25
Level of theory: the ωB97M-V functional and the def2-TZVPD basis

```
! RIJCOSX wB97M-V def2-TZVPD def2/J DEFGRID3
* xyz 0 1
C 1.7823 -0.0124 0.0258
O 0.8625 -0.6972 -0.4252
H 1.8340 0.3038 0.9833
H 2.7699 0.0564 -0.4930
I -4.3597 0.5020 -0.1718
H -2.8890 -0.1526 0.0810
*
```

Output
ΔE to the lowest compared entry with this formula, charge and spin: 0.675 eV
SMILES string: C=O.I
Energy: -412.78160 Ha
HOMO: -9.96 eV


# 14
Formula: CH3IO2
Source: OMol25
Level of theory: the ωB97M-V functional and the def2-TZVPD basis

```
! RIJCOSX wB97M-V def2-TZVPD def2/J DEFGRID3
* xyz 0 1
O 0.9806 -0.1971 0.4526
C 0.2571 -0.5144 1.3197
I -0.5855 0.8918 2.6993
H -0.0764 -1.5252 1.5582
O -0.3870 0.1772 -1.8303
H 0.5602 0.3397 -1.7640
H -0.7490 0.8280 -2.4355
*
```

Output
ΔE to the lowest compared entry with this formula, charge and spin: 0.582 eV
SMILES string: O=CI.O
Energy: -488.05545 Ha
HOMO: -9.99 eV


# 15
Formula: CH3IO2S
Source: OMol25
Level of theory: the ωB97M-V functional and the def2-TZVPD basis

```
! RIJCOSX wB97M-V def2-TZVPD def2/J DEFGRID3
* xyz 0 1
C -0.0648 -0.2318 -0.0225
S 1.4008 -1.3935 0.0058
O 1.4614 -2.0935 -1.1839
O 1.5013 -2.0569 1.2773
I 3.7626 0.2946 -0.0043
H 0.0340 0.5807 -0.6793
H -0.8827 -0.8359 -0.1967
H -0.1889 0.2268 0.8945
*
```

Output
ΔE to the lowest compared entry with this formula, charge and spin: 0.727 eV
SMILES string: CS(=O)(=O)I
Energy: -886.20235 Ha
HOMO (spin up / spin down): -9.66 / -9.66 eV


# 16
Formula: CH3IO3S
Source: OMol25
Level of theory: the ωB97M-V functional and the def2-TZVPD basis

```
! RIJCOSX wB97M-V def2-TZVPD def2/J DEFGRID3
* xyz 0 1
C -0.7215 -1.1533 -0.2558
O -0.4091 1.8193 -0.1482
O -1.1833 -0.3878 0.8893
O 3.1610 0.6321 0.3296
S -1.1772 1.2388 0.9583
I 2.1827 2.0102 -0.3371
H 0.2134 -1.7124 0.0887
H -0.6943 -0.4486 -1.1162
H -1.3717 -1.9983 -0.4086
*
```

Output
ΔE to the lowest compared entry with this formula, charge and spin: 3.511 eV
Energy: -961.33362 Ha
HOMO (spin up / spin down): -9.00 / -8.67 eV


# 17
Formula: CH3IOP2
Source: OMol25
Level of theory: the ωB97M-V functional and the def2-TZVPD basis

```
! RIJCOSX wB97M-V def2-TZVPD def2/J DEFGRID3
* xyz 0 1
C 1.7838 -0.0119 0.3576
O -1.9212 -1.5966 0.6656
P 0.5048 0.2694 -0.6719
P -1.8344 -1.1072 -0.7082
I -2.9811 1.0675 -0.8720
H 1.8713 0.7339 1.0607
H 2.3199 -0.9170 0.6443
H 0.2569 1.5619 -0.4760
*
```

Output
ΔE to the lowest compared entry with this formula, charge and spin: 1.266 eV
Energy: -1095.49773 Ha
HOMO: -9.24 eV


# 18
Formula: CH3IOS2
Source: OMol25
Level of theory: the ωB97M-V functional and the def2-TZVPD basis

```
! RIJCOSX wB97M-V def2-TZVPD def2/J DEFGRID3
* xyz 0 1
C -0.9645 -0.5327 0.1616
O -0.3631 1.2435 -1.7430
S 2.4621 1.3656 1.4573
S -1.4658 0.9177 -0.8161
I 2.8076 -0.5144 0.1590
H -0.9224 -0.5554 1.2969
H -1.5636 -1.2753 -0.3042
H 0.0097 -0.6491 -0.2114
*
```

Output
ΔE to the lowest compared entry with this formula, charge and spin: 2.135 eV
Energy: -1209.11461 Ha
HOMO (spin up / spin down): -9.19 / -8.69 eV


# 19
Formula: CH3N2O
Source: OMol25
Level of theory: the ωB97M-V functional and the def2-TZVPD basis

```
! RIJCOSX wB97M-V def2-TZVPD def2/J DEFGRID3
* xyz 1 1
N 2.2893 -0.0602 -0.2226
N 1.2130 -0.1099 0.0187
C -0.1724 0.2403 -0.0161
O -0.9305 -0.9331 -0.2001
H -0.1744 1.0545 -0.9623
H -0.4919 0.7184 0.9612
H -1.7331 -0.9101 0.4211
*
```

Output
ΔE to the lowest compared entry with this formula, charge and spin: 1.522 eV
SMILES string: N#[N+]CO
Energy: -224.29070 Ha
HOMO: -17.49 eV


# 20
Formula: CH3N2O
Source: OMol25
Level of theory: the ωB97M-V functional and the def2-TZVPD basis

```
! RIJCOSX wB97M-V def2-TZVPD def2/J DEFGRID3
* xyz 1 1
C -0.1159 -0.0994 -0.1272
N 2.3101 -0.2635 0.0263
N 1.2124 -0.1991 -0.0115
O -0.5924 1.1280 0.1520
H -0.7905 -1.1596 0.9738
H -0.4738 -0.6126 -1.0315
H -1.5501 1.2061 0.0181
*
```

Output
ΔE to the lowest compared entry with this formula, charge and spin: 3.310 eV
Energy: -224.22497 Ha
HOMO: -16.40 eV